Entry from the Open Molecules 2025 dataset: a molecular structure, C6H4CrN2O6 at a distorted geometry (ωB97M-V with the def2-TZVPD basis set).

Last column: Löwdin spin population.
Geometry (Å):
O1 0.0002 0.0000 -5.8523  0.0025
C1 0.0002 0.0002 -4.7042  0.0336
Cr1 0.0000 0.0000 -1.3511  3.3665
O2 1.8621 -2.3768 -0.7402  0.0733
C2 1.1674 -1.4976 -1.1026  0.0363
C3 -1.1675 1.4975 -1.1029  0.0363
O3 -1.8623 2.3768 -0.7404  0.0733
C4 -1.5026 -1.1582 -1.0340  0.0335
O4 -2.3933 -1.8338 -0.6258  0.0691
C5 1.5024 1.1582 -1.0334  0.0335
O5 2.3932 1.8338 -0.6256  0.0691
N1 1.1371 0.2709 2.6191  0.0101
C6 -0.0001 0.0000 1.9223  0.0216
N2 -1.1367 -0.2709 2.6193  0.0101
O6 -0.0004 -0.0001 0.5964  0.1298
H1 1.2086 0.2679 3.6208  0.0008
H2 1.9566 0.4761 1.9562  0.0000
H3 -1.9567 -0.4760 1.9569  0.0000
H4 -1.2080 -0.2679 3.6215  0.0008

Properties
Charge = +2
ΔE to the lowest compared entry with this formula, charge and spin = 0.0 kcal per mole
Lowest unoccupied orbital energy (alpha / beta) = -0.3353 / -0.4224 Eh
Spin multiplicity = 5

Entry from the Open Molecules 2025 dataset: C4H4IN in the gas phase at a distorted geometry (ωB97M-V with the def2-TZVPD basis set).

Last column: Mulliken charge in e.
Geometry (Å):
C1 -1.6000 1.7689 -0.0161  0.1033
C2 0.4178 0.2413 -0.0917  0.3871
C3 -0.8714 0.3526 -0.0420  -0.4187
C4 1.2367 -0.9893 0.1102  -1.1858
N1 -2.1389 2.7707 -0.0418  -0.3529
I1 -2.4010 -1.1936 -0.1895  0.0962
H1 1.0766 1.0364 -0.1876  0.3903
H2 0.6405 -1.7203 0.6521  0.3529
H3 1.5380 -1.6032 -0.7668  0.2905
H4 2.1015 -0.6635 0.5731  0.3372

Properties
Charge = 0
ΔE to the lowest compared entry with this formula, charge and spin = 32.6 kcal per mole
Lowest unoccupied orbital energy = -0.0080 Eh
SMILES = C/C=C(\I)C#N

Entry from the Open Molecules 2025 dataset: C5H5ClOS in the gas phase at a distorted geometry (ωB97M-V with the def2-TZVPD basis set).

Last column: Mulliken charge in e.
Geometry (Å):
C1 0.9222 -0.9863 0.9093  -0.5541
C2 0.0063 -0.0841 0.1495  -0.1067
C3 -1.5130 0.3133 -1.4290  -0.3144
C4 -1.4119 1.4534 -0.7060  -0.4546
C5 -0.4202 1.1838 0.2898  0.5720
H1 2.8472 -2.2424 0.4314  0.1314
H2 0.5646 -1.9875 0.7765  0.3083
H3 1.0000 -0.7356 2.0059  0.3574
H4 -2.0755 0.0233 -2.3155  0.4060
H5 -2.0260 2.3388 -0.7729  0.3952
O1 -0.6463 -0.6028 -0.9434  -0.3215
S1 2.5341 -0.9555 0.1247  -0.2072
Cl1 0.2184 2.2817 1.4798  -0.2118

Properties
Charge = 0
ΔE to the lowest compared entry with this formula, charge and spin = 5.2 kcal per mole
Lowest unoccupied orbital energy = 0.0268 Eh
SMILES = SCc1occc1Cl

Entry from the Open Molecules 2025 dataset: a molecular structure, C24H22GeO2ReS4 at a distorted geometry (ωB97M-V with the def2-TZVPD basis set).

Last column: Mulliken charge in e.
Geometry (Å):
Re1 -0.8699 -0.0626 0.9913  0.3915
O1 -4.2891 -3.7678 5.7076  -0.2527
C1 -3.6654 -3.1198 4.9720  0.5358
S1 -4.0646 -3.0386 3.1455  0.1217
C2 -2.8507 -1.9888 2.7174  0.3298
C3 -1.9198 -1.4881 3.8489  0.2999
S2 -0.6836 -0.4740 3.5564  -0.1326
S3 -2.2573 -2.0678 5.4145  0.0964
S4 -2.6784 -1.5119 1.1007  -0.1781
Ge1 1.5798 -0.7778 1.0554  -0.0906
C4 2.2163 -2.1009 -0.1787  0.6766
C5 3.5066 -1.9865 -0.6905  -0.4074
C6 4.0115 -2.9820 -1.5194  -0.6336
C7 3.2505 -4.0889 -1.8050  -0.6191
C8 1.9753 -4.2195 -1.2692  -0.4177
C9 1.4604 -3.2216 -0.4503  -0.4391
C10 1.3697 1.1474 0.7322  0.2207
C11 1.7401 1.9734 1.8236  -0.5432
C12 2.2002 3.2564 1.6165  -0.8069
C13 2.2409 3.7665 0.3213  -0.4167
C14 1.8343 2.9948 -0.7663  -0.9538
C15 1.4189 1.6931 -0.5680  0.5182
H1 1.9410 -0.9024 2.5414  0.0889
H2 4.1254 -1.1242 -0.4670  0.4209
H3 5.0069 -2.8828 -1.9305  0.4383
H4 3.6509 -4.8714 -2.4358  0.4424
H5 1.3889 -5.1053 -1.4755  0.4449
H6 0.4718 -3.3522 -0.0187  0.2681
H7 1.7599 1.5573 2.8263  0.4567
H8 2.5475 3.8565 2.4468  0.4858
H9 2.6091 4.7714 0.1565  0.4657
H10 1.9001 3.3942 -1.7692  0.4990
H11 1.2317 1.0588 -1.4316  0.4543
C16 -2.4900 4.1042 1.6468  -1.4258
C17 -1.2649 3.2345 1.6238  0.0890
O2 -1.6969 1.8259 1.3612  -0.4904
H12 -2.1798 5.1241 1.8779  0.4107
H13 -3.1965 3.7961 2.4167  0.3613
H14 -2.9864 4.1383 0.6744  0.4658
H15 -0.7565 3.1759 2.5816  0.3290
H16 -0.5689 3.4646 0.8168  0.1222
H17 -2.4847 1.9296 0.8045  0.3647
C18 -0.9201 -0.1920 -0.7679  -0.0376
C19 -1.0536 -0.3327 -2.1445  1.0202
C20 -0.3423 -1.3226 -2.8645  0.1376
C21 -0.5104 -1.4124 -4.2296  -0.8491
C22 -1.3732 -0.5382 -4.8850  -0.3675
C23 -2.0756 0.4446 -4.1883  -0.8380
C24 -1.9205 0.5591 -2.8267  -0.3495
H18 0.3320 -1.9856 -2.3463  0.4478
H19 0.0270 -2.1618 -4.7943  0.4814
H20 -1.5006 -0.6201 -5.9568  0.4476
H21 -2.7380 1.1131 -4.7206  0.4541
H22 -2.4591 1.3203 -2.2777  0.4622

Properties
Charge = +3
ΔE to the lowest compared entry with this formula, charge and spin = 8.9 kcal per mole
Lowest unoccupied orbital energy = -0.4576 Eh

Entry from the Open Molecules 2025 dataset: 2 unconnected molecules or ions with the total composition CH5BrN2O at a distorted geometry (ωB97M-V with the def2-TZVPD basis set).

Last column: Mulliken charge in e.
Geometry (Å):
C1 0.7608 0.6514 0.2021  0.2023
N1 -0.4297 0.1594 0.7661  -0.4433
N2 -1.5781 -0.9410 -0.7270  -0.3875
O1 1.9717 -0.0598 0.3199  -0.5216
Br1 -1.4197 0.0603 -2.2153  0.0367
H1 0.5560 0.7682 -0.8949  0.0336
H2 0.9254 1.6678 0.7965  0.2289
H3 -0.2184 -0.7052 1.0775  0.2753
H4 -2.5963 -0.9184 -0.3947  0.2744
H5 2.0283 -0.6828 1.0698  0.3011

Properties
Charge = 0
ΔE to the lowest compared entry with this formula, charge and spin = 76.8 kcal per mole
Lowest unoccupied orbital energy (alpha / beta) = -0.0129 / -0.0250 Eh

Entry from the Open Molecules 2025 dataset: a molecular structure, C26H53Br3ClN5O9Si2 (ωB97M-V with the def2-TZVPD basis set).

Last column: Mulliken charge in e.
Geometry (Å):
C1 -0.9543 1.4698 -1.3610  -0.7791
C2 -0.0560 2.6496 -1.7385  -0.6523
C3 1.4468 2.3759 -1.7129  -0.1727
Br1 2.0609 1.9611 0.0849  -0.1566
Si1 2.0620 1.1300 -2.9834  -0.0387
C4 3.8068 0.5681 -2.6021  -0.5716
O1 4.7798 1.5543 -2.9997  -0.2563
C5 6.0341 1.0099 -3.1386  0.6383
C6 6.5899 1.1311 -4.5078  -0.6204
O2 6.5935 0.5087 -2.2085  -0.5713
C7 1.8564 2.0493 -4.6372  -0.8215
C8 2.8743 1.8391 -5.6932  0.3952
O3 2.9326 0.9402 -6.4530  -0.4590
Cl1 4.0616 3.1661 -5.8168  -0.1597
O4 1.1210 -0.2284 -2.9206  0.1043
Si2 1.0858 -1.3293 -4.1486  0.1869
C9 0.6123 -3.0216 -3.5007  0.1287
Br2 -1.2188 -3.4742 -3.7361  -0.1674
C10 1.4358 -3.8952 -2.9210  0.4178
C11 1.1498 -5.2746 -2.4346  -1.3757
Br3 3.2343 -3.3833 -2.5934  -0.1232
H1 -1.2510 0.9256 -2.2585  0.1932
H2 -1.8649 1.8089 -0.8840  0.1622
H3 -0.4197 0.7568 -0.7390  0.3030
H4 -0.3045 3.0164 -2.7385  0.2841
H5 -0.2696 3.4775 -1.0611  0.4126
H6 1.9494 3.3074 -1.9795  0.5116
H7 3.9216 0.3359 -1.5440  0.4217
H8 3.9945 -0.3637 -3.1467  0.4077
H9 7.5329 0.5959 -4.5628  0.3310
H10 6.7707 2.1845 -4.7236  0.0626
H11 5.9073 0.7231 -5.2512  0.2686
H12 1.8667 3.1082 -4.3812  0.5789
H13 0.8738 1.8396 -5.0625  0.4655
H14 2.3928 -1.4309 -4.8194  -0.1273
H15 0.0761 -0.9634 -5.1595  -0.2073
H16 1.9011 -5.9605 -2.8226  0.3442
H17 0.1771 -5.6098 -2.7796  0.4333
H18 1.1720 -5.3091 -1.3467  0.2704
C12 -2.9949 2.5718 2.7412  -0.9899
C13 -3.6843 2.4474 1.4037  0.6877
O5 -3.4382 3.2193 0.4835  -0.7187
N1 -4.5814 1.4461 1.2324  -0.1098
C14 -5.0173 0.4165 2.1666  -0.2662
H19 -2.3249 3.4252 2.6891  0.3514
H20 -3.7168 2.7302 3.5406  0.3755
H21 -2.4230 1.6766 2.9684  0.1177
H22 -4.9874 1.4396 0.3102  0.2289
H23 -4.8063 -0.5691 1.7507  0.2573
H24 -6.0968 0.4969 2.3169  0.1854
H25 -4.5201 0.5021 3.1303  -0.0417
C15 8.9448 5.7844 -5.4609  -1.4265
C16 7.6934 5.3330 -4.7461  0.8044
O6 7.4473 4.1513 -4.5584  -0.6140
N2 6.8367 6.2898 -4.3115  -0.1350
C17 6.9556 7.7294 -4.4399  -0.8779
H26 9.5131 4.9030 -5.7384  0.2738
H27 8.6961 6.3446 -6.3627  0.3800
H28 9.5573 6.4115 -4.8127  0.3984
H29 6.0247 5.9189 -3.8428  0.2123
H30 6.9713 8.1998 -3.4557  0.2919
H31 6.1113 8.1330 -5.0008  0.2846
H32 7.8706 7.9891 -4.9604  0.3304
C18 -1.5844 -1.2540 5.2037  -1.0749
C19 -2.7639 -0.4106 5.6140  0.3993
O7 -3.2948 0.3737 4.8378  -0.6260
N3 -3.2237 -0.5533 6.8806  -0.1813
C20 -2.7291 -1.4434 7.9145  -0.8845
H33 -1.3525 -1.0263 4.1668  0.4052
H34 -0.7145 -1.0209 5.8223  0.4306
H35 -1.8110 -2.3194 5.2980  0.2603
H36 -4.0072 0.0420 7.0972  0.2550
H37 -3.5145 -2.1300 8.2328  0.2902
H38 -2.3968 -0.8717 8.7825  0.3036
H39 -1.8961 -2.0287 7.5419  0.3256
C21 -0.7060 -6.3091 3.7312  -1.3813
C22 -0.6720 -4.9341 4.3553  0.9041
O8 -1.5615 -4.5441 5.0974  -0.6489
N4 0.3863 -4.1387 4.0554  -0.0498
C23 1.5167 -4.4326 3.1937  -0.8924
H40 -1.6080 -6.8104 4.0659  0.2973
H41 -0.7217 -6.2410 2.6431  0.3454
H42 0.1608 -6.8959 4.0364  0.3776
H43 0.3538 -3.2342 4.4977  0.1288
H44 2.4500 -4.3707 3.7549  0.2885
H45 1.5627 -3.7196 2.3694  0.3116
H46 1.4284 -5.4312 2.7812  0.3224
C24 -7.3534 -2.2123 3.7347  -1.3219
C25 -7.6733 -2.3524 2.2631  0.7738
O9 -6.7970 -2.4347 1.4212  -0.6298
N5 -8.9868 -2.3786 1.9081  -0.1701
C26 -10.1516 -2.2904 2.7668  -0.8129
H47 -6.2737 -2.2048 3.8465  0.2330
H48 -7.7568 -1.2807 4.1335  0.3780
H49 -7.7633 -3.0475 4.3037  0.4797
H50 -9.1327 -2.4717 0.9156  0.2347
H51 -10.7690 -3.1848 2.6683  0.2787
H52 -10.7587 -1.4233 2.5012  0.2783
H53 -9.8501 -2.1937 3.8038  0.3100

Properties
Charge = 0
Lowest unoccupied orbital energy = 0.0110 Eh

Entry from the Open Molecules 2025 dataset: a molecular structure, C22H26Ge2O3PdSSbSe4 (ωB97M-V with the def2-TZVPD basis set).

Last column: Löwdin spin population.
Geometry (Å):
Pd1 -0.0202 -0.3655 -0.3281  0.7519
Se1 3.3713 -0.4877 1.2980  0.7061
Sb1 1.5933 1.1594 1.5111  0.3194
Se2 1.5553 -2.1607 -0.3769  1.6192
Se3 -0.3294 -0.3179 2.2521  0.2423
Se4 1.6712 2.7334 3.5426  1.1503
C1 -2.6915 1.6698 -6.7757  0.0000
C2 -1.8989 1.8117 -5.5073  0.0000
C3 -1.9784 2.9764 -4.7438  0.0000
C4 -1.2395 3.1238 -3.5837  -0.0001
C5 -0.4112 2.0883 -3.1699  0.0012
C6 -0.3142 0.9238 -3.9117  0.0005
C7 -1.0565 0.7942 -5.0763  0.0003
S1 0.4725 2.2624 -1.6529  0.0101
O1 1.0093 3.5928 -1.6137  0.0154
O2 1.4484 1.1562 -1.6055  0.0689
O3 -0.5236 1.9949 -0.5763  0.0617
H1 -3.6922 2.0900 -6.6669  0.0000
H2 -2.7907 0.6231 -7.0629  0.0000
H3 -2.2070 2.1943 -7.6017  0.0000
H4 -2.6247 3.7843 -5.0679  0.0000
H5 -1.2955 4.0378 -3.0068  0.0000
H6 0.3474 0.1336 -3.5798  0.0012
H7 -0.9833 -0.1190 -5.6553  0.0000
C8 -5.2884 1.9864 1.2165  0.0008
Ge1 -3.3376 2.2047 1.2411  0.0014
C9 -2.7215 2.6684 3.0376  0.0037
C10 -2.9389 3.6861 0.0392  0.0002
Ge2 -2.3929 0.0090 0.7541  0.0103
C11 -2.5249 -0.5113 -1.1786  0.0032
C12 -3.2734 0.3959 -1.9374  -0.0007
C13 -3.7301 0.0684 -3.2038  0.0021
C14 -3.4234 -1.1676 -3.7520  -0.0006
C15 -2.6549 -2.0671 -3.0339  0.0022
C16 -2.2191 -1.7498 -1.7536  0.0075
C17 -3.3255 -1.3777 1.7724  0.0042
C18 -3.2325 -2.7264 1.4287  0.0014
C19 -3.8688 -3.7012 2.1824  -0.0001
C20 -4.6080 -3.3441 3.3011  0.0008
C21 -4.6970 -2.0094 3.6668  0.0000
C22 -4.0548 -1.0388 2.9111  0.0015
H8 -5.7421 2.9503 1.4546  0.0001
H9 -5.6549 1.2494 1.9282  0.0000
H10 -5.6246 1.6903 0.2217  0.0000
H11 -3.3484 3.4593 3.4521  0.0002
H12 -1.6926 3.0282 2.9915  0.0044
H13 -2.7516 1.8112 3.7104  0.0008
H14 -3.4995 4.5490 0.4070  0.0000
H15 -3.2512 3.4943 -0.9866  0.0000
H16 -1.8769 3.9157 0.0404  0.0000
H17 -3.4902 1.3835 -1.5503  0.0001
H18 -4.3142 0.7847 -3.7676  0.0001
H19 -3.7746 -1.4250 -4.7434  -0.0001
H20 -2.3995 -3.0273 -3.4637  0.0001
H21 -1.6327 -2.4788 -1.2072  0.0079
H22 -2.6627 -3.0305 0.5607  -0.0001
H23 -3.7877 -4.7422 1.8968  0.0000
H24 -5.1079 -4.1034 3.8884  0.0001
H25 -5.2638 -1.7220 4.5432  0.0000
H26 -4.1258 -0.0057 3.2311  0.0001

Properties
Charge = 0
ΔE to the lowest compared entry with this formula, charge and spin = 5.3 kcal per mole
Lowest unoccupied orbital energy (alpha / beta) = -0.0160 / -0.1068 Eh
Spin multiplicity = 6

Entry from the Open Molecules 2025 dataset: 2 unconnected molecules or ions with the total composition C8H9IN3O2 at a distorted geometry (ωB97M-V with the def2-TZVPD basis set).

Last column: Mulliken charge in e.
Geometry (Å):
C1 2.6150 -1.1498 0.6781  -0.5077
C2 3.2586 -0.1359 0.5169  0.8384
C3 -2.0352 2.9185 -0.6433  -0.8785
C4 -1.4246 3.5888 0.3797  0.0293
C5 -1.5629 1.6219 -0.9113  0.1443
C6 0.0129 1.6901 0.7830  0.1025
C7 0.5595 -1.6651 -1.1242  -0.3107
C8 1.7198 -2.2184 0.8598  0.1117
N1 -0.4355 2.9943 1.0618  -0.0622
N2 -0.6027 1.0460 -0.2478  -0.4813
N3 1.8216 -2.9825 1.9329  -0.3315
O1 0.9043 1.2049 1.4464  -0.6140
O2 0.7731 -2.4841 0.0265  -0.3712
I1 4.3646 1.4992 0.2993  0.4214
H1 -2.8350 3.3565 -1.2131  0.3899
H2 -1.7002 4.5933 0.6701  0.4077
H3 -1.9978 1.0347 -1.7108  0.4318
H4 1.4843 -1.5295 -1.6851  0.3875
H5 0.1618 -0.6834 -0.8146  0.2264
H6 -0.1780 -2.1934 -1.7258  0.2879
H7 0.0289 3.4660 1.8304  0.2608
H8 2.5360 -2.8185 2.6236  0.2473
H9 1.1362 -3.7103 2.0892  0.2703

Properties
Charge = +1
Lowest unoccupied orbital energy = -0.1424 Eh

Calculated electronic energy (eV), listed in the same order as above: -49953.738; -13801.641; -30670.310; -131296.597; -76183.308; -292109.890; -424647.186; -25099.633